(1)
ORCA calculation (ωB97M-V/def2-TZVPD) on a structure of composition C6H8N2O2.

The value obtained for the total energy is -493.161544 hartree. As for the total charge: 0. As for the largest force on an atom: 4.64 eV/Å. The calculation puts the LUMO energy (alpha / beta) at -1.23 / -1.48 eV. The energy relative to the best compared isomer or geometry (same formula, charge and spin) comes out at 179.0 kcal per mole. Its frontier orbital gap (alpha / beta) is 7.6 / 7.4 eV.

XYZ file:
```
18
C6H8N2O2 (ωB97M-V/def2-TZVPD)
C 0.188 -0.423 -0.186
C -0.679 -1.542 -0.084
C -1.002 0.151 -0.991
C -1.209 1.478 -1.518
C 1.187 1.115 1.378
C 1.466 0.032 0.315
N -1.748 -0.886 -0.821
N -0.513 -2.843 0.404
O 0.494 -3.091 1.083
O -1.331 -3.705 0.111
H -1.507 2.146 -0.589
H -2.171 1.540 -2.033
H -0.379 1.905 -2.186
H 0.667 2.002 0.920
H 2.236 1.458 1.782
H 0.438 0.850 2.272
H 1.901 -0.791 0.704
H 1.962 0.603 -0.561
```

natural (NBO) population analysis, charges in e, atoms 1 to 6: 0.10 0.18 0.28 -0.70 -0.61 -0.48

***

(2)
ORCA calculation (ωB97M-V/def2-TZVPD) on a cluster of 4 separate species, C29H39BrIO3P in total.

The value obtained for the total energy is -4567.236151 hartree. As for the total charge: 0. As for the largest force on an atom: 2.83 eV/Å. The calculation puts the LUMO energy at 0.20 eV. Its frontier orbital gap is 9.7 eV.

XYZ file:
```
74
C29H39BrIO3P (ωB97M-V/def2-TZVPD)
C 6.012 -0.164 -4.301
C 5.627 1.319 -4.411
C 4.421 1.551 -5.317
C 3.157 0.902 -4.736
C 1.865 1.671 -5.055
C 0.819 1.364 -3.994
C -0.565 1.805 -4.421
O -0.753 2.727 -5.212
O -1.641 1.085 -3.942
C -1.627 0.792 -2.555
C -2.414 -0.506 -2.319
C -1.485 -1.726 -2.193
C -1.198 -2.367 -3.549
I -2.736 -3.781 -4.048
P -2.289 2.287 -1.618
O -3.736 1.796 -1.051
Br -0.990 1.998 0.206
H 5.244 -0.812 -4.708
H 6.187 -0.468 -3.276
H 6.910 -0.359 -4.878
H 6.479 1.883 -4.778
H 5.416 1.701 -3.415
H 4.257 2.613 -5.457
H 4.650 1.066 -6.263
H 3.256 0.869 -3.651
H 3.033 -0.113 -5.097
H 1.491 1.333 -6.017
H 2.038 2.737 -5.130
H 0.819 0.297 -3.780
H 1.061 1.903 -3.081
H -0.625 0.624 -2.170
H -3.034 -0.444 -1.435
H -3.032 -0.643 -3.200
H -0.548 -1.449 -1.716
H -1.963 -2.470 -1.566
H -1.203 -1.630 -4.342
H -0.251 -2.888 -3.561
H -3.666 1.278 -0.244
C -2.605 -2.186 4.082
C -3.082 -1.333 5.068
C -3.165 0.032 4.828
C -2.766 0.546 3.602
C -2.281 -0.304 2.620
C -2.204 -1.670 2.858
H -2.546 -3.251 4.267
H -3.391 -1.733 6.025
H -3.539 0.696 5.597
H -2.831 1.611 3.415
H -1.961 0.096 1.665
H -1.828 -2.329 2.086
C -1.588 3.060 7.034
C -2.065 3.912 8.021
C -2.146 5.276 7.780
C -1.747 5.789 6.554
C -1.264 4.938 5.570
C -1.185 3.574 5.810
H -1.530 1.995 7.220
H -2.374 3.512 8.978
H -2.520 5.940 8.548
H -1.811 6.853 6.365
H -0.948 5.339 4.615
H -0.810 2.909 5.042
C 1.195 -6.287 0.945
C 0.724 -5.450 1.946
C 0.625 -4.085 1.720
C 1.001 -3.556 0.493
C 1.478 -4.392 -0.506
C 1.574 -5.758 -0.281
H 1.267 -7.353 1.119
H 0.432 -5.862 2.904
H 0.257 -3.431 2.499
H 0.923 -2.490 0.317
H 1.777 -3.980 -1.462
H 1.945 -6.411 -1.060
```

Löwdin population analysis, charges in e, atoms 1 to 6: -0.10 -0.27 -0.21 -0.21 -0.19 -0.12

***

(3)
ORCA calculation (ωB97M-V/def2-TZVPD) on a cluster of 6 separate species, C33H33F45N3O5 in total.

The value obtained for the total energy is -6311.420409 hartree. As for the total charge: +1. As for the largest force on an atom: 3.93 eV/Å. The calculation puts the LUMO energy at -4.05 eV. Its frontier orbital gap is 8.7 eV.

XYZ file:
```
119
C33H33F45N3O5 (ωB97M-V/def2-TZVPD)
C 8.120 -4.893 -5.734
C 6.957 -3.901 -5.235
F 6.452 -4.504 -4.039
N 5.882 -3.751 -6.258
C 4.765 -3.047 -6.053
N 4.614 -2.402 -4.780
C 3.441 -1.474 -4.711
C 2.226 -1.842 -5.660
C 2.440 -3.146 -6.542
C 2.184 -4.517 -5.780
F 2.876 -5.528 -6.482
F 2.602 -4.521 -4.446
C 0.594 -4.780 -5.753
F 0.127 -4.109 -4.589
F 0.287 -6.146 -5.690
N 3.806 -3.051 -7.151
H 8.998 -4.785 -5.026
H 8.439 -4.635 -6.788
H 7.696 -5.939 -5.621
H 7.390 -2.880 -4.969
H 6.053 -4.240 -7.148
H 5.442 -1.794 -4.635
H 3.076 -1.500 -3.627
H 3.808 -0.415 -4.898
H 1.240 -1.917 -5.099
H 2.103 -0.966 -6.387
H 1.659 -3.099 -7.376
H 0.046 -4.299 -6.617
H 3.887 -2.207 -7.733
C 3.226 4.852 -2.891
C 3.080 3.742 -3.962
C 2.185 2.553 -3.601
F 2.584 1.894 -2.499
F 2.196 1.633 -4.609
F 4.317 3.328 -4.333
F 2.539 4.325 -5.068
O 4.374 4.791 -2.022
C 4.326 3.936 -0.902
C 5.300 2.753 -1.012
F 5.126 2.050 -2.153
F 5.116 1.887 0.012
F 3.054 3.560 -0.682
F 4.677 4.689 0.160
H 3.368 5.782 -3.437
H 2.302 5.003 -2.327
H 1.150 2.872 -3.458
H 6.334 3.102 -0.989
C 0.387 9.930 -5.503
C 1.582 8.992 -5.215
C 1.275 7.494 -5.099
F 0.395 7.199 -4.130
F 2.412 6.809 -4.793
F 2.234 9.443 -4.118
F 2.455 9.141 -6.253
O -0.247 10.588 -4.391
C -1.212 9.877 -3.648
C -0.752 9.562 -2.217
F 0.433 8.920 -2.191
F -1.648 8.759 -1.595
F -1.590 8.786 -4.339
F -2.301 10.672 -3.591
H 0.798 10.758 -6.088
H -0.349 9.464 -6.162
H 0.896 7.099 -6.044
H -0.647 10.481 -1.635
C -0.531 -1.824 -1.276
C -0.864 -0.336 -1.535
C 0.282 0.669 -1.370
F 0.822 0.667 -0.145
F -0.170 1.936 -1.579
F -1.928 0.007 -0.776
F -1.288 -0.250 -2.834
O -0.816 -2.371 0.023
C 0.119 -2.165 1.060
C -0.413 -1.247 2.170
F -0.853 -0.068 1.687
F 0.564 -0.963 3.065
F 1.284 -1.745 0.530
F 0.371 -3.383 1.584
H -1.188 -2.392 -1.941
H 0.481 -2.079 -1.601
H 1.073 0.479 -2.097
H -1.240 -1.721 2.700
C -2.692 -0.907 6.495
C -2.801 -1.889 5.306
C -3.756 -3.074 5.483
F -3.450 -3.857 6.529
F -3.710 -3.879 4.387
F -1.555 -2.307 4.972
F -3.249 -1.164 4.237
O -1.613 -1.085 7.431
C -1.765 -2.037 8.461
C -0.818 -3.236 8.309
F -0.928 -3.824 7.103
F -1.100 -4.184 9.235
F -3.060 -2.387 8.556
F -1.472 -1.393 9.612
H -2.485 0.071 6.050
H -3.648 -0.780 7.009
H -4.785 -2.731 5.595
H 0.221 -2.925 8.437
C -6.475 -4.133 9.805
C -7.726 -4.586 10.594
C -8.710 -5.508 9.864
F -9.214 -4.973 8.740
F -9.774 -5.776 10.662
F -8.351 -3.490 11.082
F -7.272 -5.271 11.684
O -6.510 -2.852 9.146
C -7.122 -2.760 7.881
C -8.414 -1.930 7.897
F -9.293 -2.373 8.813
F -9.033 -1.992 6.694
F -7.287 -3.995 7.378
F -6.218 -2.152 7.073
H -5.684 -4.014 10.551
H -6.108 -4.915 9.136
H -8.237 -6.461 9.613
H -8.196 -0.883 8.122
```

Löwdin population analysis, charges in e, atoms 1 to 6: -0.01 -0.29 -0.01 0.17 -0.20 0.09

***

no.,molar mass (g mol⁻¹)
1,140.1
2,673.4
3,1406.6